<w>
ORCA calculation (ωB97M-V/def2-TZVPD) on a molecular structure, CHPS3.

XYZ file:
```
6
Properties=species:S:1:pos:R:3:lowdin_charge:R:1
S 2.06 1.16 -0.72 0.038
S -1.51 0.74 0.67 0.687
S -0.09 -1.79 -0.48 0.512
P 1.83 -0.26 0.57 0.286
C -0.31 -0.49 0.53 -1.397
H -1.99 0.64 -0.57 -0.126
```

=====

<x>
ORCA calculation (ωB97M-V/def2-TZVPD) on 2 unconnected molecules or ions with the total composition CHPS3.

XYZ file:
```
6
Properties=species:S:1:pos:R:3:lowdin_charge:R:1
S 1.86 -0.90 0.16 0.702
S -2.70 0.66 0.08 -0.045
S 0.09 1.53 -0.29 0.497
P -2.44 -1.25 -0.11 0.275
C 0.45 -0.05 -0.19 -1.255
H 2.74 0.01 0.35 -0.174
```

=====

Which of them is least stable? Easy: <x>.

=====

<w>
ORCA calculation (ωB97M-V/def2-TZVPD) on a molecular structure, C10H11NO.

XYZ file:
```
23
Properties=species:S:1:pos:R:3:lowdin_charge:R:1
O 1.27 -1.06 1.28 -0.050
N 1.90 1.69 -0.81 -0.018
C 1.96 0.51 -0.17 -0.523
C -2.66 1.07 0.13 -0.053
C -0.41 0.33 0.56 -0.190
C 0.75 -1.57 -0.05 -0.089
C -1.32 1.25 0.57 -0.052
C -0.63 -0.88 -0.07 -0.148
C -1.82 -1.17 -0.58 -0.042
C 0.97 0.26 1.08 -0.249
C -2.75 -0.13 -0.56 -0.111
C 1.58 -0.66 -1.02 -0.077
H 0.83 -2.67 0.06 0.162
H -2.12 -2.17 -0.84 0.117
H -3.52 1.80 0.07 0.120
H -3.88 -0.31 -0.78 0.125
H 2.95 0.43 0.32 0.141
H 1.04 0.84 1.97 0.153
H 2.43 -1.18 -1.29 0.094
H 3.07 2.41 -0.56 0.227
H 1.07 -0.04 -1.85 0.131
H 1.90 1.27 -2.10 0.201
H -1.19 2.25 1.06 0.130
```

=====

<x>
ORCA calculation (ωB97M-V/def2-TZVPD) on a single C10H11NO molecule.

XYZ file:
```
23
Properties=species:S:1:pos:R:3:lowdin_charge:R:1
O 3.30 0.23 -0.20 0.011
N 1.00 0.30 0.07 -0.001
C -3.09 -0.53 -0.01 -0.116
C -2.25 -1.62 -0.21 -0.073
C 2.19 -0.30 0.05 -0.482
C 2.23 -1.81 0.31 -0.015
C -0.38 2.15 0.27 -0.116
C 0.97 1.70 -0.37 -0.121
C -0.83 -1.44 -0.16 -0.017
C -0.33 -0.19 0.09 -0.171
C -2.59 0.73 0.09 -0.034
C -1.19 0.91 0.10 -0.175
H 3.17 -2.11 0.77 0.073
H -2.67 -2.63 -0.23 0.105
H 2.13 -2.29 -0.72 0.113
H -0.20 -2.34 -0.41 0.113
H 1.46 -2.20 1.01 0.078
H 0.86 1.78 -1.54 0.160
H -3.28 1.51 0.14 0.097
H -0.24 2.24 1.46 0.163
H 1.97 2.25 -0.06 0.159
H -0.84 3.10 -0.14 0.131
H -4.17 -0.78 -0.06 0.119
```

=====

Which of them is least stable? Easy: <w>.

=====

<w>
ORCA calculation (ωB97M-V/def2-TZVPD) on a single C16H26O2 molecule.

XYZ file:
```
44
Properties=species:S:1:pos:R:3:lowdin_charge:R:1
O -3.19 -0.71 -0.08 0.087
O -4.24 1.12 -0.78 0.121
C 2.46 0.20 1.65 -0.029
C 1.93 2.10 0.11 -0.147
C 0.29 -0.22 -0.78 -0.381
C -1.98 -1.44 -0.31 -0.428
C -3.29 0.39 -0.81 -0.477
C -2.05 0.58 -1.66 -0.018
C -1.32 -1.66 1.05 -0.104
C 1.16 -1.48 -0.74 -0.005
C -1.13 -0.60 -1.31 -0.164
C 0.94 0.76 -1.77 -0.132
C 1.36 1.15 1.17 -0.498
C 0.93 2.00 2.38 -0.046
C 2.20 1.42 -1.23 -0.175
C 0.09 0.47 0.59 -0.200
C -0.64 -0.42 1.62 -0.110
C -2.38 -2.79 -0.93 0.005
H 1.75 2.63 2.70 0.085
H -2.94 -2.62 -1.84 0.095
H 3.16 0.74 2.28 0.089
H 0.63 1.38 3.22 0.082
H 2.20 -1.23 -0.93 0.071
H -2.33 0.59 -2.71 0.139
H 2.85 2.55 0.48 0.122
H -1.50 -3.38 -1.15 0.087
H 1.16 0.23 -2.70 0.128
H 1.12 -2.00 0.21 0.078
H -1.39 0.19 2.11 0.125
H -0.97 -1.20 -2.21 0.142
H 0.25 1.57 -2.03 0.108
H 0.86 -2.17 -1.53 0.091
H 2.06 -0.62 2.25 0.078
H 0.09 2.65 2.12 0.090
H 2.55 2.16 -1.94 0.114
H -1.64 1.56 -1.43 0.117
H 1.21 2.91 -0.05 0.125
H -0.58 1.31 0.38 0.140
H 0.05 -0.76 2.39 0.104
H -3.01 -3.33 -0.23 0.092
H -0.63 -2.49 0.97 0.109
H 3.00 0.68 -1.11 0.097
H -2.11 -1.97 1.74 0.130
H 3.01 -0.23 0.83 0.066
```

=====

<x>
ORCA calculation (ωB97M-V/def2-TZVPD) on a single C16H26O2 molecule.

XYZ file:
```
44
Properties=species:S:1:pos:R:3:lowdin_charge:R:1
O -4.27 -1.16 -1.46 0.122
O -2.72 -1.05 1.79 0.087
C 2.88 -0.59 1.92 -0.072
C -3.69 -3.46 -1.10 -0.099
C -1.57 -2.99 -0.08 -0.136
C 0.59 0.07 1.20 -0.131
C 2.52 1.60 0.71 -0.127
C -3.55 -1.97 -0.95 -0.368
C 2.06 0.13 0.81 -0.366
C -1.75 0.78 0.52 -0.073
C 0.24 2.26 -0.03 -0.118
C -2.26 -3.97 -1.03 -0.173
C 1.73 2.41 -0.36 -0.522
C -2.28 -0.65 0.70 -0.323
C -0.26 0.81 0.15 -0.303
C 2.13 3.90 -0.23 -0.060
C -2.18 -1.62 -0.45 -0.182
C 2.07 1.94 -1.82 -0.035
H 3.10 0.06 2.77 0.074
H 3.86 -0.89 1.49 0.080
H 2.40 -1.50 2.32 0.079
H -1.81 -3.85 -2.02 0.120
H 3.60 1.63 0.48 0.129
H 3.20 4.06 -0.41 0.085
H 0.25 -1.00 1.27 0.128
H -0.02 2.87 0.81 0.117
H -2.31 1.29 -0.26 0.131
H 0.44 0.57 2.18 0.143
H 1.57 4.51 -0.90 0.067
H -2.22 -5.00 -0.65 0.117
H -1.73 -3.22 0.96 0.118
H 1.50 2.48 -2.60 0.082
H -4.27 -3.86 -0.26 0.138
H -1.70 -1.19 -1.30 0.147
H 3.12 2.12 -2.07 0.077
H -4.15 -3.71 -2.05 0.125
H -1.91 1.34 1.45 0.131
H 2.36 2.09 1.70 0.133
H -0.30 2.68 -0.89 0.126
H 1.93 4.24 0.80 0.087
H -0.12 0.28 -0.80 0.131
H -0.51 -2.95 -0.28 0.112
H 1.81 0.86 -1.92 0.079
H 2.23 -0.37 -0.12 0.119
```

=====

Which of them is least stable? Easy: <x>.

=====

<w>
ORCA calculation (ωB97M-V/def2-TZVPD) on 2 unconnected molecules or ions with the total composition H5N3S.

XYZ file:
```
9
Properties=species:S:1:pos:R:3:lowdin_charge:R:1
S -1.08 -0.08 1.36 0.504
N -0.23 1.60 -1.75 -0.042
N 0.22 0.50 -1.16 -0.091
N -1.64 -1.66 1.15 -0.461
H -0.55 -0.14 -0.91 -0.065
H -2.43 -1.73 0.51 0.014
H 0.62 2.07 -1.91 0.078
H -1.16 1.71 -1.91 0.064
H -0.84 -2.20 0.85 -0.001
```

=====

<x>
ORCA calculation (ωB97M-V/def2-TZVPD) on 2 unconnected molecules or ions with the total composition H5N3S.

XYZ file:
```
9
Properties=species:S:1:pos:R:3:lowdin_charge:R:1
S -1.52 0.58 -0.34 0.754
N -2.09 -0.75 0.54 -0.281
N 1.36 0.64 -0.33 0.021
N -1.35 1.74 0.58 -0.425
H 1.73 0.50 -1.18 -0.047
H 1.15 1.61 -0.23 -0.003
H -2.37 -0.66 1.53 0.058
H -2.10 -1.57 -0.04 0.017
H 0.50 0.10 -0.27 -0.092
```

=====

Which of them is least stable? Easy: <w>.